# C4H2F2O

An isolated molecule of C4H2F2O at a distorted geometry (ωB97M-V with the def2-TZVPD basis set, the Open Molecules 2025 dataset).

Properties
Gap between HOMO and LUMO = 8.64 eV
SMILES = OC(F)=C=C=CF
Max |F| = 0.0744 Eh/bohr
HOMO energy = -8.462 eV
ΔE to the lowest compared entry with this formula, charge and spin = 2.726 eV

```
! RIJCOSX wB97M-V def2-TZVPD def2/J DEFGRID3
* xyz 0 1
C -0.023 0.499 0.070
C -1.260 0.350 -0.005
C -2.559 0.197 0.012
C 1.285 0.818 0.026
O 2.398 0.081 -0.005
F -3.371 1.270 -0.007
F 1.636 2.159 -0.044
H -3.088 -0.775 -0.349
H 3.290 0.446 0.384
*
```